Model P:
{"formula": "C2H11NO3", "method": "the ωB97M-V functional and the def2-TZVPD basis", "smiles": "C=CN.O.O.O", "orbital_gap_ev": 9.3852, "elements": ["C", "C", "N", "H", "H", "H", "H", "H", "O", "H", "H", "O", "H", "H", "O", "H", "H"], "positions_angstrom": [[2.569, 1.278, 0.125], [2.856, -0.001, 0.490], [1.831, -0.962, 0.367], [1.616, 1.360, -0.331], [3.369, 2.099, 0.390], [3.929, -0.421, 0.754], [1.334, -0.925, -0.572], [1.811, -1.895, 0.865], [-0.928, -0.011, 0.775], [0.077, 0.058, 1.105], [-0.833, 0.653, 0.068], [-3.432, -1.346, 0.225], [-2.559, -1.023, 0.445], [-3.281, -2.189, -0.334], [-2.606, 1.338, -1.212], [-3.271, 0.742, -1.001], [-2.481, 1.247, -2.158]]}

Model Q:
{"formula": "C2H11NO3", "method": "the ωB97M-V functional and the def2-TZVPD basis", "orbital_gap_ev": 4.6933, "elements": ["C", "C", "N", "H", "H", "H", "H", "H", "H", "H", "O", "H", "H", "O", "H", "H", "O"], "positions_angstrom": [[0.295, 1.019, -0.908], [0.415, 0.776, 0.658], [1.584, 0.165, 1.072], [0.638, 2.013, -1.166], [-0.740, 0.870, -1.163], [0.958, 0.278, -1.354], [0.194, 1.731, 1.158], [-0.529, 0.160, 0.916], [-3.373, -1.765, 0.062], [2.314, 0.797, 1.404], [-2.487, -1.708, -0.318], [-2.325, -0.697, -0.174], [-2.956, 0.844, 0.898], [-2.126, 0.675, 0.431], [1.938, -0.548, 0.364], [3.549, -1.236, -0.724], [2.732, -0.745, -0.877]]}

The data favor model P; the next most stable structure lies 139.7 kcal/mol above it.

Model P:
{"formula": "C2H11NO3", "method": "the ωB97M-V functional and the def2-TZVPD basis", "smiles": "C=NC.O.O.O", "orbital_gap_ev": 9.7357, "elements": ["C", "N", "C", "H", "H", "H", "H", "H", "O", "H", "H", "O", "H", "H", "O", "H", "H"], "positions_angstrom": [[0.491, -1.217, 0.525], [-0.353, -0.659, -0.201], [-1.083, 0.568, -0.073], [0.985, -2.101, 0.114], [0.712, -1.049, 1.590], [-2.119, 0.273, 0.085], [-0.793, 1.246, 0.742], [-0.984, 1.134, -0.994], [0.794, -3.970, -1.929], [1.164, -4.409, -2.694], [0.143, -3.414, -2.333], [-4.344, 0.281, 4.520], [-5.112, 0.490, 3.956], [-4.053, -0.595, 4.312], [5.206, 4.346, -2.536], [4.435, 3.855, -2.785], [4.911, 5.222, -2.298]]}

Model Q:
{"formula": "C2H11NO3", "method": "the ωB97M-V functional and the def2-TZVPD basis", "smiles": "NCCO.O.O", "orbital_gap_ev": 9.7425, "elements": ["N", "C", "C", "O", "H", "H", "H", "H", "H", "H", "H", "O", "H", "H", "O", "H", "H"], "positions_angstrom": [[1.734, -1.906, -0.897], [0.374, -1.548, -0.586], [-0.416, -1.114, -1.823], [-0.995, -2.205, -2.542], [1.937, -2.603, -1.579], [2.322, -1.892, -0.092], [0.442, -0.696, 0.092], [-0.162, -2.415, -0.186], [0.266, -0.601, -2.499], [-1.209, -0.419, -1.517], [-0.761, -3.027, -2.101], [0.861, 0.117, 2.756], [1.378, -0.513, 3.270], [1.472, 0.325, 2.033], [-2.147, 5.968, 1.745], [-3.065, 5.953, 1.454], [-2.030, 6.575, 2.474]]}

The data favor model Q; the next most stable structure lies 14.2 kcal/mol above it.

Model P:
{"formula": "C2H11NO3", "method": "the ωB97M-V functional and the def2-TZVPD basis", "smiles": "CNCO.O.O", "orbital_gap_ev": 9.4929, "elements": ["C", "N", "C", "O", "H", "H", "H", "H", "H", "H", "H", "O", "H", "H", "O", "H", "H"], "positions_angstrom": [[-0.567, -0.114, 2.895], [0.022, 0.225, 1.586], [-0.968, 0.203, 0.529], [-0.569, 0.715, -0.759], [-1.518, -0.617, 2.779], [0.073, -0.812, 3.433], [-0.662, 0.849, 3.404], [0.871, -0.185, 1.224], [-1.821, 0.865, 0.684], [-1.456, -0.770, 0.646], [-0.418, 1.649, -0.591], [0.076, -1.898, -1.401], [0.593, -1.882, -2.207], [-0.066, -0.969, -1.149], [1.845, 0.932, -2.198], [1.475, 1.571, -2.833], [0.948, 0.561, -2.014]]}

Model Q:
{"formula": "C2H11NO3", "method": "the ωB97M-V functional and the def2-TZVPD basis", "smiles": "C=CN.O.O.O", "orbital_gap_ev": 9.0407, "elements": ["C", "C", "N", "H", "H", "H", "H", "H", "O", "H", "H", "O", "H", "H", "O", "H", "H"], "positions_angstrom": [[1.969, -2.316, 0.937], [0.693, -2.000, 1.154], [0.071, -1.240, 2.110], [2.835, -2.052, 1.544], [2.218, -3.034, 0.164], [0.056, -2.443, 0.380], [-0.464, -0.396, 1.995], [0.471, -1.123, 3.026], [-3.372, 1.973, -2.106], [-2.708, 2.175, -2.768], [-3.056, 2.579, -1.422], [-0.529, 2.835, 0.130], [-0.131, 2.373, 0.860], [-0.254, 3.718, 0.425], [0.551, -0.392, -2.469], [1.018, -1.088, -1.971], [0.630, 0.431, -1.991]]}

The data favor model Q; the next most stable structure lies 3.1 kcal/mol above it.

Model P:
{"formula": "C9H17N2P", "method": "the ωB97M-V functional and the def2-TZVPD basis", "orbital_gap_ev": [7.3397, 7.3428], "elements": ["C", "C", "C", "C", "C", "C", "C", "C", "C", "N", "N", "P", "H", "H", "H", "H", "H", "H", "H", "H", "H", "H", "H", "H", "H", "H", "H", "H", "H"], "positions_angstrom": [[-3.161, 1.449, -0.268], [-3.191, 0.065, -0.058], [-0.094, 0.281, 0.310], [-4.544, -0.599, -0.084], [1.735, 1.892, -0.041], [1.728, -0.157, -1.410], [2.219, -0.253, 1.083], [-0.385, -2.155, 0.144], [1.371, 0.402, -0.024], [-2.215, -0.887, 0.102], [-0.913, -0.796, 0.129], [-1.402, 1.710, 0.196], [-4.910, -0.704, 0.938], [-5.246, 0.021, -0.635], [-4.486, -1.589, -0.528], [1.200, 2.409, -0.835], [1.494, 2.360, 0.911], [2.801, 2.001, -0.221], [1.560, -1.223, -1.507], [1.136, 0.345, -2.173], [2.781, 0.037, -1.611], [1.886, 0.091, 2.060], [2.170, -1.338, 1.075], [3.261, 0.030, 0.957], [-0.697, -2.633, 1.074], [-0.820, -2.707, -0.687], [0.694, -2.172, 0.076], [-1.334, 2.215, 1.508], [-0.857, 2.845, -0.394]]}

Model Q:
{"formula": "C9H17N2P", "method": "the ωB97M-V functional and the def2-TZVPD basis", "smiles": "CC1=CN=P[C@@H](C)[C@@H]1NC(C)C", "orbital_gap_ev": [7.5318, 7.5324], "elements": ["C", "C", "C", "N", "P", "C", "C", "C", "N", "C", "C", "C", "H", "H", "H", "H", "H", "H", "H", "H", "H", "H", "H", "H", "H", "H", "H", "H", "H"], "positions_angstrom": [[0.894, 2.637, -0.628], [1.741, 1.486, -0.174], [3.060, 1.651, 0.186], [3.960, 0.736, 0.532], [3.905, -0.845, 0.321], [2.055, -0.965, -0.530], [1.408, -2.391, -0.660], [1.000, 0.165, -0.156], [-0.460, 0.261, -0.752], [-1.678, -0.152, -0.011], [-1.868, 0.810, 1.179], [-1.589, -1.535, 0.625], [-0.020, 2.484, -0.316], [0.750, 2.608, -1.681], [1.453, 3.529, -0.497], [3.564, 2.587, 0.263], [2.330, -0.607, -1.498], [0.391, -2.290, -1.319], [1.216, -2.730, 0.369], [1.944, -3.155, -1.120], [0.640, -0.161, 0.786], [-0.651, 0.063, -1.712], [-2.457, -0.220, -0.661], [-0.996, 1.115, 1.701], [-2.276, 1.706, 1.001], [-2.450, 0.405, 1.898], [-0.709, -1.440, 1.237], [-1.585, -2.267, -0.175], [-2.381, -1.859, 1.426]]}

The data favor model Q; the next most stable structure lies 31.4 kcal/mol above it.

Model P:
{"formula": "C5H5NO2", "method": "the ωB97M-V functional and the def2-TZVPD basis", "smiles": "O=C(O)c1ccc[nH]1", "orbital_gap_ev": 9.3921, "elements": ["O", "C", "O", "C", "C", "C", "C", "N", "H", "H", "H", "H", "H"], "positions_angstrom": [[-0.339, -2.361, -1.554], [0.141, -1.866, -0.597], [0.637, -2.608, 0.498], [0.251, -0.361, -0.298], [-0.973, 0.325, -0.644], [-0.890, 1.607, -0.105], [0.245, 1.600, 0.617], [0.928, 0.406, 0.565], [0.670, -1.951, 1.266], [-1.727, -0.067, -1.427], [-1.552, 2.464, -0.127], [0.649, 2.473, 1.137], [1.959, 0.339, 0.669]]}

Model Q:
{"formula": "C5H5NO2", "method": "the ωB97M-V functional and the def2-TZVPD basis", "smiles": "N#C[C@@H]1[C@@H](O)[C@H]1C=O", "orbital_gap_ev": 9.5775, "elements": ["N", "C", "C", "C", "O", "C", "C", "O", "H", "H", "H", "H", "H"], "positions_angstrom": [[3.237, -0.173, -0.127], [2.053, -0.236, -0.210], [0.731, 0.042, -0.432], [-0.082, 0.958, 0.460], [-1.100, 1.667, 0.000], [-0.187, -0.717, 0.642], [-1.385, -1.210, 0.110], [-2.338, -0.454, -0.443], [0.474, -0.141, -1.428], [0.489, 1.440, 1.324], [-1.668, 0.980, -0.577], [0.325, -1.323, 1.411], [-1.558, -2.475, 0.286]]}

Model R:
{"formula": "C5H5NO2", "method": "the ωB97M-V functional and the def2-TZVPD basis", "orbital_gap_ev": 8.4397, "elements": ["C", "C", "N", "C", "C", "C", "O", "O", "H", "H", "H", "H", "H"], "positions_angstrom": [[-0.007, -0.278, -0.545], [-0.552, -1.202, 0.527], [-0.455, 1.385, -0.342], [-1.786, -0.040, -0.696], [0.714, 0.936, 0.015], [1.936, 1.144, 0.513], [-1.962, -0.848, 0.354], [-2.502, 0.290, -1.559], [0.379, -0.630, -1.494], [-0.233, -0.972, 1.540], [-0.410, -2.254, 0.286], [2.652, 0.339, 0.552], [2.226, 2.129, 0.849]]}

The data favor model P; the next most stable structure lies 65.9 kcal/mol above it.

Model P:
{"formula": "C2H7N2S", "method": "the ωB97M-V functional and the def2-TZVPD basis", "charge": -1, "orbital_gap_ev": 7.0477, "elements": ["S", "H", "C", "N", "C", "N", "H", "H", "H", "H", "H", "H"], "positions_angstrom": [[-0.955, 1.270, 1.706], [-1.832, 1.289, 2.722], [1.069, 0.728, -1.056], [-0.332, -1.511, 0.086], [0.427, -1.525, -1.044], [1.028, -0.592, -1.657], [0.055, 1.090, -0.853], [1.534, 1.415, -1.766], [1.636, 0.779, -0.125], [-0.565, -0.624, 0.572], [-0.931, -2.291, 0.272], [0.532, -2.514, -1.498]]}

Model Q:
{"formula": "C2H7N2S", "method": "the ωB97M-V functional and the def2-TZVPD basis", "charge": -1, "orbital_gap_ev": 7.2366, "elements": ["S", "H", "C", "N", "C", "N", "H", "H", "H", "H", "H", "H"], "positions_angstrom": [[-2.286, 1.983, -0.912], [-2.399, 3.247, -0.515], [1.186, -1.327, 1.167], [-0.614, -0.355, -0.739], [0.450, 0.363, -0.231], [1.215, 0.031, 0.762], [1.652, -1.402, 2.152], [1.772, -1.938, 0.479], [0.153, -1.732, 1.200], [-1.401, 0.396, -0.871], [-0.349, -0.589, -1.749], [0.620, 1.325, -0.743]]}

The data favor model P; the next most stable structure lies 25.6 kcal/mol above it.